C30H42Cl4KN3O6SSeSi2 | ωB97M-V/def2-TZVPD

Each line ends with the Mulliken charge.
Element x y z (Å)
K: -0.686 -1.206 2.722  0.89
O: 1.025 0.727 6.335  -0.71
Cl: 0.103 0.011 5.495  1.69
O: -1.059 -0.392 6.231  -0.66
O: -0.301 0.853 4.383  -0.60
O: 0.758 -1.160 4.938  -0.72
C: -0.164 -0.237 -1.894  -0.57
Si: -1.885 0.556 -2.214  -0.58
C: -2.336 1.684 -0.765  -0.94
N: -2.867 0.897 0.350  0.99
C: -2.515 1.453 1.655  -0.74
C: -3.172 2.805 1.941  -0.86
C: -4.642 2.795 1.475  -0.67
C: -5.136 1.360 1.318  -0.65
C: -4.319 0.631 0.248  -0.45
C: -1.622 1.551 -3.785  0.37
C: -1.190 2.878 -3.716  -0.35
C: -0.925 3.608 -4.867  -0.69
C: -1.089 3.021 -6.113  -0.39
C: -1.518 1.704 -6.204  -0.68
C: -1.782 0.979 -5.049  -0.18
C: -3.198 -0.747 -2.466  0.71
C: -3.160 -1.951 -1.756  -0.52
C: -4.230 -2.834 -1.798  -0.66
C: -5.348 -2.535 -2.563  -0.45
C: -5.394 -1.352 -3.291  -0.77
C: -4.328 -0.467 -3.241  -0.20
H: 0.540 0.594 -1.771  0.18
H: 0.132 -0.883 -2.719  0.51
H: -2.988 2.524 -1.054  0.42
H: -1.384 2.133 -0.455  0.62
H: -1.431 1.545 1.725  0.23
H: -2.839 0.737 2.417  0.12
H: -2.617 3.602 1.439  0.23
H: -3.098 3.003 3.012  0.53
H: -4.734 3.309 0.512  0.21
H: -5.270 3.344 2.179  0.46
H: -6.190 1.330 1.032  0.48
H: -5.062 0.833 2.272  0.16
H: -4.661 0.963 -0.736  0.34
H: -4.507 -0.445 0.305  -0.08
H: -1.053 3.353 -2.749  0.33
H: -0.587 4.634 -4.789  0.39
H: -0.880 3.587 -7.012  0.35
H: -1.644 1.238 -7.174  0.39
H: -2.115 -0.049 -5.132  0.39
H: -2.305 -2.193 -1.138  0.42
H: -4.197 -3.742 -1.209  0.53
H: -6.187 -3.219 -2.584  0.37
H: -6.267 -1.117 -3.888  0.38
H: -4.384 0.464 -3.797  0.39
C: 5.394 1.374 0.016  -1.34
C: 4.295 0.323 -0.078  0.42
C: 3.891 -0.245 1.279  -0.98
S: 2.657 0.816 2.128  0.94
O: 2.744 2.187 1.529  -0.78
C: 3.427 0.869 3.764  -0.78
C: 4.724 1.666 3.852  -0.22
C: 4.493 3.168 3.995  -1.33
H: 5.679 1.732 -0.976  0.42
H: 6.290 0.951 0.481  0.31
H: 5.064 2.229 0.607  0.22
H: 4.602 -0.519 -0.700  0.16
H: 3.416 0.748 -0.569  -0.10
H: 4.770 -0.387 1.910  0.47
H: 3.402 -1.213 1.145  0.32
H: 3.550 -0.182 4.039  0.47
H: 2.660 1.265 4.433  0.21
H: 5.340 1.471 2.970  0.08
H: 5.296 1.297 4.708  0.41
H: 3.945 3.548 3.134  0.26
H: 5.441 3.706 4.078  0.40
H: 3.906 3.380 4.891  0.36
Se: 2.825 -2.920 -1.460  -0.49
C: 4.218 -4.178 -1.377  0.06
C: 4.104 -5.391 -0.677  -0.34
C: 5.158 -6.286 -0.650  -0.22
N: 6.336 -6.099 -1.255  -0.68
C: 6.450 -4.945 -1.918  -0.23
C: 5.458 -3.983 -2.007  -0.36
H: 3.183 -5.623 -0.157  0.35
H: 5.050 -7.219 -0.103  0.32
H: 7.403 -4.774 -2.415  0.31
H: 5.639 -3.076 -2.570  0.33
O: -0.078 -0.345 0.324  0.00
N: -0.203 -1.014 -0.671  -0.02
Cl: -5.317 -4.378 2.543  -0.37
Si: -3.835 -2.833 2.297  0.26
Cl: -4.458 -1.450 3.903  -0.37
Cl: -2.212 -3.847 3.502  -0.46

Forces on atoms 1 to 3 (eV/Å):
K -0.1450 -0.2375 -0.0308
O -0.0029 0.0106 -0.0186
Cl -0.0557 0.0220 0.3778

As for the total charge: -2. As for the largest force on an atom: 0.49 eV/A. The calculation puts the lowest unoccupied orbital energy at 3.56 eV. As for the total energy: -206897.667 eV. The value obtained for the orbital gap is 5.7 eV. The value obtained for the energy above the lowest of the compared OMol25 structures with the same formula, charge and spin is 50.0 kcal/mol. The calculation puts the molar mass at 888.79 g mol⁻¹. The value obtained for the HOMO energy is -2.12 eV.